[1]
{
  "formula": "C3H6ClN3S",
  "method": "ωB97M-V/def2-TZVPD",
  "total_charge": 0,
  "mol_weight_g_mol": 151.622,
  "e_above_lowest_kj_mol": 157.1,
  "smiles": "NNC(=S)N/C=C/Cl",
  "elements": ["C", "C", "C", "H", "H", "H", "H", "H", "H", "N", "N", "N", "S", "Cl"],
  "positions_angstrom": [[-1.58896, -0.11429, 0.00620], [0.87320, -0.31274, -0.13527], [2.03920, -0.51864, 0.48712], [-0.75724, 1.97882, 1.30592], [0.19753, 2.17753, -0.04541], [-2.39692, 1.57567, -0.73716], [-0.50430, -1.62885, 0.76532], [0.71993, 0.13647, -1.13595], [2.02716, -0.81451, 1.53483], [-0.78201, 2.25131, 0.29364], [-1.54588, 1.20995, -0.32229], [-0.39138, -0.67645, 0.42397], [-3.00856, -0.92623, -0.14056], [3.52618, -0.14265, -0.25613]],
  "atomic_forces_ev_per_a": [[0.672, 0.521, 0.005], [-0.787, 0.185, -0.339], [-1.538, 0.414, 0.014], [0.175, 0.675, -1.030], [-0.853, 0.153, 0.341], [0.203, -0.326, 0.282], [0.075, 0.406, -0.146], [0.716, -0.297, 0.557], [0.373, -0.186, -0.320], [0.837, -1.527, 0.972], [-0.024, 0.666, -0.621], [-0.074, -0.125, 0.236], [-0.137, -0.536, 0.085], [0.361, -0.023, -0.037]],
  "mulliken_charge": [0.19, -0.37, -0.30, 0.28, 0.30, 0.23, 0.27, 0.44, 0.36, -0.65, -0.04, -0.15, -0.39, -0.16]
}



[2]
{
  "formula": "C29H32N4O7S",
  "method": "ωB97M-V/def2-TZVPD",
  "total_charge": 0,
  "mol_weight_g_mol": 580.663,
  "e_above_lowest_kj_mol": 0.0,
  "smiles": "COc1cccc(-n2c(=O)c3c(C)c(C(=O)N(C)C)sc3n(CC(=O)NCCc3ccc(OC)c(OC)c3)c2=O)c1",
  "elements": ["C", "H", "O", "C", "C", "C", "C", "C", "C", "H", "H", "H", "N", "C", "O", "N", "C", "C", "C", "C", "S", "C", "O", "N", "C", "H", "H", "H", "C", "H", "H", "H", "C", "H", "H", "H", "C", "O", "C", "H", "H", "C", "O", "N", "H", "C", "H", "H", "C", "C", "C", "C", "C", "C", "C", "H", "O", "C", "H", "H", "H", "O", "C", "H", "H", "H", "H", "H", "H", "H", "H", "H", "H"],
  "positions_angstrom": [[-5.07492, -1.69797, -2.59552], [-4.64000, -0.70725, -2.76475], [-5.82189, -1.73901, -1.40247], [-5.17045, -1.56483, -0.22386], [-3.81665, -1.27178, -0.10947], [-3.25368, -1.12687, 1.14850], [-4.01350, -1.26317, 2.29629], [-5.36677, -1.53554, 2.17437], [-5.94397, -1.68720, 0.93188], [-6.99400, -1.90712, 0.82424], [-5.97214, -1.63758, 3.06183], [-3.55683, -1.15062, 3.26641], [-1.84845, -0.85110, 1.25711], [-1.51309, 0.33093, 1.86686], [-2.34890, 1.13015, 2.25003], [-0.16614, 0.59096, 2.02830], [0.76099, -0.29632, 1.56678], [0.42440, -1.50557, 0.98953], [1.57236, -2.30675, 0.69837], [2.73312, -1.65564, 0.99039], [2.46137, -0.06882, 1.67164], [4.09174, -2.26352, 0.96473], [4.30107, -3.30455, 1.56602], [5.04149, -1.61359, 0.26578], [4.80994, -0.42713, -0.52041], [3.77927, -0.37415, -0.86596], [5.03852, 0.47442, 0.05547], [5.46075, -0.45360, -1.39486], [6.40038, -2.09890, 0.30402], [7.06593, -1.32405, 0.69065], [6.43249, -2.96770, 0.95868], [6.73184, -2.38723, -0.69597], [1.52652, -3.70728, 0.18910], [0.49857, -4.01564, 0.02758], [2.08683, -3.79966, -0.73908], [1.99511, -4.36479, 0.91972], [-0.96509, -1.82088, 0.75076], [-1.39278, -2.79588, 0.17021], [0.22184, 1.76675, 2.78805], [1.21793, 1.59972, 3.20216], [-0.50479, 1.90332, 3.59395], [0.25432, 3.03402, 1.91423], [1.29964, 3.56041, 1.59037], [-0.96951, 3.47906, 1.60188], [-1.76411, 2.90204, 1.86507], [-1.19876, 4.50012, 0.60687], [-0.24666, 5.00818, 0.44485], [-1.92328, 5.22256, 0.99295], [-1.72346, 3.87719, -0.69723], [-0.90274, 2.68111, -1.10160], [-1.49348, 1.45965, -1.36155], [-0.71975, 0.36120, -1.71402], [0.65947, 0.45092, -1.75614], [1.27384, 1.68783, -1.46460], [0.48355, 2.78523, -1.18031], [0.94663, 3.73876, -0.99460], [2.63413, 1.70298, -1.49209], [3.28431, 2.88863, -1.08758], [4.34676, 2.65252, -1.08391], [3.10260, 3.70322, -1.79598], [2.96737, 3.19425, -0.08630], [1.50111, -0.58324, -2.05716], [0.93773, -1.73402, -2.64431], [1.78097, -2.36969, -2.90899], [0.37840, -1.48026, -3.55068], [0.28402, -2.27078, -1.95162], [-1.20139, -0.57635, -1.94148], [-2.56690, 1.35457, -1.29874], [-1.70043, 4.63707, -1.48210], [-2.76039, 3.56672, -0.55568], [-3.18934, -1.16853, -0.97772], [-5.78222, -1.91891, -3.39325], [-4.28083, -2.45098, -2.59567]],
  "atomic_forces_ev_per_a": [[0.096, 0.003, -0.171], [0.006, -0.031, 0.016], [-0.161, -0.029, 0.205], [0.070, 0.080, 0.284], [-0.116, 0.065, -0.162], [-0.479, -0.109, 0.135], [0.208, -0.035, -0.137], [0.031, -0.014, -0.055], [0.007, -0.006, -0.235], [-0.130, -0.032, -0.011], [-0.067, -0.008, 0.071], [0.054, 0.033, 0.084], [-0.449, -0.239, -0.012], [0.287, 0.425, 0.075], [-0.163, 0.015, 0.154], [-0.224, -0.002, -0.052], [0.295, -0.690, -0.252], [0.350, 0.434, 0.241], [0.414, 0.231, 0.022], [-0.559, 0.132, 0.213], [-0.295, -0.266, -0.134], [-0.121, -0.086, 0.078], [-0.032, -0.212, 0.070], [0.294, 0.032, -0.124], [-0.190, 0.201, -0.146], [0.075, 0.031, -0.007], [0.030, 0.085, -0.075], [-0.002, 0.015, -0.016], [0.120, -0.224, 0.188], [0.041, 0.008, -0.031], [0.080, 0.077, -0.071], [0.016, 0.026, 0.002], [-0.069, -0.222, 0.072], [0.050, -0.056, -0.076], [0.039, -0.054, -0.081], [0.023, -0.053, -0.023], [0.264, -0.063, 0.009], [0.011, 0.002, -0.006], [0.018, 0.427, 0.044], [-0.155, 0.070, -0.021], [0.155, -0.067, -0.057], [-0.178, -0.389, 0.569], [0.448, 0.135, -0.058], [-0.498, 0.203, -0.022], [0.235, -0.045, 0.059], [0.003, 0.117, -0.180], [-0.132, 0.024, 0.027], [0.127, 0.024, -0.056], [0.158, 0.063, 0.117], [-0.225, -0.117, -0.111], [0.009, 0.259, 0.015], [0.252, -0.205, -0.079], [0.186, -0.038, -0.080], [0.059, -0.126, -0.056], [0.177, -0.109, -0.139], [0.121, 0.088, 0.098], [-0.336, -0.306, -0.147], [0.090, 0.230, 0.132], [-0.018, 0.054, -0.009], [0.005, -0.018, 0.016], [0.015, -0.009, -0.066], [0.012, 0.523, 0.133], [-0.085, -0.167, -0.074], [-0.071, -0.022, 0.003], [0.002, 0.005, 0.035], [-0.017, -0.004, 0.006], [-0.025, -0.157, -0.021], [-0.140, -0.008, 0.025], [-0.106, 0.039, 0.000], [-0.031, 0.026, -0.064], [0.059, -0.019, -0.105], [0.091, 0.026, 0.022], [-0.008, 0.031, 0.004]],
  "mulliken_charge": [-0.70, 0.27, -0.51, 0.69, 0.81, -1.36, -0.45, -0.87, -0.65, 0.46, 0.38, 0.49, 0.54, 0.67, -0.80, 0.35, 0.70, 0.21, -0.93, 0.78, -0.27, 0.53, -0.68, 0.11, -0.87, 0.16, 0.29, 0.41, -1.15, 0.34, 0.38, 0.34, -1.91, 0.40, 0.30, 0.50, 0.99, -0.68, -1.56, 0.72, 0.45, 0.76, -0.70, -0.02, 0.27, -0.82, 0.44, 0.40, -1.24, 0.14, -1.19, 0.15, 1.13, -0.03, -0.35, 0.45, -0.43, -0.91, 0.29, 0.38, 0.31, -0.28, -1.08, 0.23, 0.37, 0.37, 0.61, 0.42, 0.39, 0.38, 0.08, 0.27, 0.31]
}